Record 1
Density functional theory data (ωB97M-V with the def2-TZVPD basis set) for a 2-piece molecular cluster, C3H8N overall.

Net charge: +1
Energy above the lowest of the compared OMol25 structures with the same formula, charge and spin in kJ/mol: 498.5

Structure (XYZ):
```
12
Properties=species:S:1:pos:R:3:forces:R:3
C -0.079 0.834 1.777 0.1193 -1.9537 -4.3093
C 0.931 0.505 -0.947 0.8769 0.4250 -1.0486
C -0.895 -1.063 -0.290 -0.8852 -0.9956 -0.4050
N 0.002 -0.025 -0.056 -0.2402 2.6122 5.7417
H -0.800 0.343 2.391 -0.2910 -0.3407 0.0450
H 0.675 1.581 1.865 0.3782 0.2395 -0.1632
H 0.451 0.733 -1.909 -0.0134 -0.0680 0.0883
H 1.724 -0.230 -1.156 -0.1268 -0.0363 0.0481
H 1.402 1.408 -0.563 -0.1032 -0.0933 0.0419
H -1.421 -0.902 -1.240 0.0620 0.0235 0.0269
H -1.625 -1.163 0.512 0.1039 0.0889 -0.0485
H -0.366 -2.023 -0.384 0.1195 0.0984 -0.0173
```
Positions in Å, forces in eV/Å.

Record 2
Density functional theory data (ωB97M-V with the def2-TZVPD basis set) for C30H56Ge2N6O2OsSb as an isolated structure.

Net charge: +4
2S+1: 6
Energy in eV: -167053.41704

Structure (XYZ):
```
98
Properties=species:S:1:pos:R:3:forces:R:3
Os -0.290 0.290 0.397 -0.0205 -1.1454 0.1267
N 0.270 0.207 2.606 -0.0797 0.1546 -0.2067
C 1.515 -0.587 2.840 -0.0908 0.0928 0.1209
C 2.571 0.324 3.481 0.0503 0.1217 0.0682
C 3.972 -0.220 3.768 -0.0107 -0.0023 -0.0863
C 4.092 -1.345 4.792 -0.0465 -0.1425 -0.0666
N 4.042 -2.669 4.153 0.1159 0.0242 0.2522
C 4.412 -3.787 4.780 -0.0082 0.0709 -0.0169
N 4.543 -4.929 4.099 -0.0165 0.0669 0.0229
N 4.620 -3.775 6.090 0.0741 -0.0818 0.0891
C 1.996 -1.213 1.550 -0.5364 0.0798 -0.4106
O 2.942 -1.954 1.525 0.1016 -0.1228 -0.2189
O 1.270 -0.929 0.463 0.5224 -0.1218 0.0985
H 0.444 1.164 2.897 -0.0272 0.0855 0.0928
H -0.491 -0.124 3.189 -0.0243 -0.0820 0.0383
H 1.282 -1.430 3.494 -0.0343 0.0344 0.0986
H 2.142 0.693 4.418 0.0084 0.0213 -0.0147
H 2.693 1.193 2.823 -0.0257 0.0008 0.0424
H 4.539 0.623 4.162 0.0122 0.0492 -0.0183
H 4.472 -0.511 2.843 0.0354 0.0249 0.0358
H 3.304 -1.265 5.547 -0.0078 -0.0039 0.0000
H 5.052 -1.236 5.298 0.0408 -0.0331 0.0177
H 3.919 -2.693 3.151 -0.0896 0.0304 -0.1273
H 4.558 -4.927 3.094 -0.0050 0.0002 -0.0026
H 4.849 -5.772 4.557 -0.0101 0.0015 0.0009
H 4.543 -2.931 6.632 -0.0359 -0.0214 -0.0031
H 4.955 -4.594 6.572 0.0061 0.0035 0.0060
C -1.423 -3.856 -0.994 0.0492 0.1047 -0.0155
Sb -1.627 -2.443 0.584 0.0500 0.2677 0.1378
C -0.608 -3.547 2.095 0.0145 0.0700 -0.0509
C -3.648 -2.763 1.164 0.0105 -0.0111 -0.0622
H -1.988 -4.743 -0.703 0.0456 0.0167 -0.0429
H -0.368 -4.112 -1.102 -0.0730 -0.0008 -0.0249
H -1.814 -3.469 -1.934 0.0115 -0.0417 0.0556
H -0.930 -4.585 2.011 0.0285 0.0413 0.0516
H -0.864 -3.175 3.087 0.0266 -0.0284 -0.0442
H 0.470 -3.492 1.930 -0.0800 -0.0373 0.0386
H -3.754 -3.820 1.421 -0.0329 0.1032 -0.0197
H -4.316 -2.522 0.336 0.0284 -0.0224 0.0953
H -3.894 -2.150 2.030 -0.0167 -0.0529 -0.0456
C -3.121 -0.867 -2.991 -0.1011 -0.0420 -0.1745
Ge -2.048 0.574 -3.728 -0.0481 -0.0474 0.3242
C -2.598 2.329 -3.134 -0.0163 0.1015 -0.0505
C -1.464 0.432 -5.554 0.1034 0.0025 -0.0328
Ge 0.182 0.226 -2.073 -0.1423 0.2884 0.0100
C 1.042 -1.435 -2.756 0.3223 -0.1330 0.0450
C 0.401 -2.243 -3.745 0.2150 0.3156 0.4325
C 1.118 -3.174 -4.428 0.5647 -0.2480 -0.0076
C 2.498 -3.401 -4.084 -0.2130 0.1237 0.0477
C 3.129 -2.664 -3.054 -0.1129 -0.2775 -0.3627
C 2.408 -1.738 -2.364 -0.5410 0.1372 -0.1445
C 1.337 1.704 -2.586 -0.0230 -0.0872 -0.3162
C 1.031 2.583 -3.623 0.1616 0.1002 0.0894
C 1.949 3.557 -3.997 -0.0781 -0.0022 -0.0036
C 3.171 3.647 -3.344 -0.0127 0.0019 0.0310
C 3.480 2.770 -2.311 -0.0385 -0.0512 0.0477
C 2.565 1.797 -1.926 0.0382 0.1478 -0.0204
H -4.150 -0.502 -2.926 0.0097 -0.0777 0.0045
H -2.781 -1.139 -1.994 -0.0325 -0.0048 0.0689
H -3.106 -1.743 -3.640 -0.0266 0.0072 0.0564
H -3.691 2.329 -3.112 0.0460 0.0560 0.0218
H -2.257 3.088 -3.836 -0.0313 0.0296 0.0486
H -2.216 2.558 -2.140 -0.0346 0.0172 -0.0033
H -2.343 0.693 -6.156 0.0492 -0.0200 -0.0192
H -1.144 -0.572 -5.818 -0.0147 0.0052 -0.0515
H -0.672 1.146 -5.770 -0.0196 -0.0346 -0.0805
H -0.636 -2.081 -4.002 -0.0403 0.0531 0.0485
H 0.661 -3.743 -5.230 0.1213 -0.0225 0.0330
H 3.052 -4.177 -4.603 -0.0549 0.0590 0.0030
H 4.167 -2.847 -2.807 -0.0308 -0.0560 -0.0647
H 2.879 -1.198 -1.554 -0.1402 0.0346 0.0173
H 0.079 2.528 -4.138 0.0682 0.0079 -0.0216
H 1.713 4.242 -4.803 0.0103 -0.0155 0.0427
H 3.881 4.410 -3.634 0.0145 -0.0373 -0.0248
H 4.437 2.840 -1.810 -0.0320 0.0261 0.0055
H 2.810 1.132 -1.102 0.0158 0.0013 -0.0586
C -1.633 4.971 1.887 -0.0441 -0.0271 -0.0066
C -2.299 4.608 0.565 -0.0500 -0.0016 0.1189
N -3.196 3.437 0.691 -0.1907 0.3549 -0.0017
C -4.633 3.760 0.916 0.0514 0.0593 -0.1386
C -5.374 4.013 -0.388 0.0420 -0.0060 -0.0072
C -2.765 2.210 0.615 0.2099 -0.3341 -0.0368
C -3.725 1.065 0.735 0.0484 0.0785 -0.0098
N -1.454 1.933 0.414 -0.1000 -0.1513 0.1585
H -0.952 5.809 1.737 -0.0393 -0.0370 0.0102
H -1.063 4.132 2.298 -0.0138 0.0569 -0.0213
H -2.375 5.272 2.628 0.0420 -0.0371 -0.0339
H -1.567 4.431 -0.225 -0.0157 -0.0454 -0.0524
H -2.916 5.431 0.214 -0.0371 0.0267 -0.0182
H -4.650 4.649 1.543 0.0437 0.0390 0.0539
H -5.098 2.962 1.485 0.0263 -0.0211 0.0430
H -4.896 4.800 -0.974 -0.0287 -0.0290 0.0168
H -6.392 4.337 -0.166 0.0478 -0.0238 -0.0139
H -5.435 3.108 -0.997 0.0034 0.0506 0.0138
H -4.525 1.150 -0.001 0.0154 0.0173 0.0383
H -4.187 1.044 1.723 0.0312 0.0014 -0.0073
H -3.199 0.128 0.578 0.0290 -0.0507 -0.0327
H -0.881 2.764 0.345 0.0135 0.2056 -0.0260
```
Positions in Å, forces in eV/Å.

Record 3
Density functional theory data (ωB97M-V with the def2-TZVPD basis set) for an isolated ion of composition C7H19N3O and charge +2.

Net charge: +2
Energy above the lowest of the compared OMol25 structures with the same formula, charge and spin in kJ/mol: 181.2
SMILES: CCN(C)/C(=C(\C)[NH3+])[C@H]([NH3+])O

Structure (XYZ):
```
30
Properties=species:S:1:pos:R:3:forces:R:3
C 2.085 1.374 1.171 0.0257 0.0788 -0.1872
C 1.918 0.927 -0.292 0.3302 0.1444 0.3654
N 0.522 0.691 -0.654 -0.1839 -0.7091 0.1634
C -0.074 1.757 -1.433 -0.1990 0.5136 -0.3806
C -0.186 -0.352 -0.206 -6.6903 0.5109 0.8288
C -1.792 -0.244 0.109 6.9479 0.1218 -0.9675
C -2.521 1.039 0.235 -0.2613 0.0202 0.0759
N -2.660 -1.413 -0.115 -0.2558 -0.3637 -0.1148
C 0.396 -1.722 -0.043 0.2857 -0.0853 0.2934
N 1.474 -1.785 1.116 -0.0153 -0.0317 -0.1220
O 0.957 -2.260 -1.156 0.3033 -0.3852 -0.2329
H 2.627 0.653 1.779 0.0800 -0.0574 0.1053
H 2.651 2.298 1.215 0.0714 0.0474 0.1057
H 1.115 1.567 1.626 -0.0756 0.0167 0.0762
H 2.273 1.721 -0.948 0.0127 -0.2032 -0.0409
H 2.530 0.050 -0.520 0.0191 0.0215 -0.1068
H 0.563 1.948 -2.298 -0.0015 -0.0330 0.0434
H -1.054 1.471 -1.793 -0.0256 -0.0332 0.0178
H -0.143 2.686 -0.864 -0.0633 -0.0097 0.0184
H -3.109 1.310 -0.645 -0.0171 0.0747 -0.0988
H -1.847 1.856 0.467 0.0352 0.0021 0.0208
H -3.216 0.969 1.078 -0.0277 0.0398 0.0311
H -2.579 -1.814 -1.064 -0.1401 0.0940 0.3068
H -3.629 -1.067 -0.015 0.2120 -0.3344 -0.0638
H -2.544 -2.172 0.572 -0.1331 0.2001 -0.2029
H -0.366 -2.429 0.301 0.1780 0.2522 0.0292
H 1.507 -2.734 1.509 -0.0188 0.2005 -0.0377
H 2.411 -1.593 0.732 -0.3044 -0.0158 0.1381
H 1.280 -1.108 1.866 0.0430 -0.2084 -0.1088
H 1.409 -1.625 -1.730 -0.1315 0.1316 0.0450
```
Positions in Å, forces in eV/Å.

Record 4
Density functional theory data (ωB97M-V with the def2-TZVPD basis set) for one molecule with the formula C5H11N.

Energy above the lowest of the compared OMol25 structures with the same formula, charge and spin in kJ/mol: 101.2
SMILES: CN1CCCC1

Structure (XYZ):
```
17
Properties=species:S:1:pos:R:3:forces:R:3
C 1.581 -1.279 -0.421 0.4902 -0.5241 0.6967
N 0.887 -0.206 0.257 -1.2943 -0.1477 -1.0062
C -0.343 -0.591 1.005 0.6762 1.2563 1.2787
C -1.524 0.209 0.508 0.2223 0.0526 -1.9091
C -0.862 1.424 -0.243 -1.0725 -0.1911 1.6443
C 0.500 0.907 -0.671 0.1791 -1.2219 0.1568
H 1.259 -1.551 -1.434 -0.2222 0.3960 -0.2011
H 2.655 -1.057 -0.430 -0.1188 -0.1004 -0.2708
H 1.458 -2.199 0.160 0.1644 0.1252 0.0796
H -0.643 -1.634 1.087 0.7391 -0.2695 -0.1529
H -0.035 -0.180 1.982 -0.9087 -0.7164 0.3243
H -2.064 -0.325 -0.285 0.1877 -0.3386 0.0724
H -2.290 0.339 1.267 0.2084 0.7286 0.2248
H -0.756 2.249 0.449 0.2642 0.2749 0.3354
H -1.555 1.808 -0.990 0.4127 -0.1961 -0.4766
H 1.274 1.663 -0.584 0.0051 0.1838 -0.5299
H 0.457 0.423 -1.656 0.0672 0.6882 -0.2662
```
Positions in Å, forces in eV/Å.

Record 5
Density functional theory data (ωB97M-V with the def2-TZVPD basis set) for an isolated ion of composition C5H6N and charge +1.

Net charge: +1
Energy above the lowest of the compared OMol25 structures with the same formula, charge and spin in kJ/mol: 814.6

Structure (XYZ):
```
12
Properties=species:S:1:pos:R:3:forces:R:3
C 1.830 0.194 -0.196 -1.8872 5.1271 -0.1975
C 1.046 1.167 -0.037 2.6779 -1.5078 -0.0814
C 1.498 -1.101 -0.013 -0.4783 -0.3514 -0.4449
C -0.290 1.021 0.409 -0.8657 1.0636 -0.8788
C -0.689 -0.384 0.547 -0.0058 -1.1810 1.0644
N -1.192 0.345 -0.618 -0.8496 -0.0260 -0.9847
H 1.511 -1.640 -0.935 -0.5372 -1.2099 -0.0320
H 1.926 -1.401 0.893 0.0292 -1.6946 1.2954
H -0.966 1.760 0.841 0.9059 0.1632 0.3917
H -1.573 -0.607 1.150 0.7156 -0.6074 0.4932
H -2.115 0.771 -0.544 -0.0892 -0.6184 -0.4775
H -0.988 -0.126 -1.499 0.3843 0.8425 -0.1479
```
Positions in Å, forces in eV/Å.